An isolated ion of composition C3H5N2O and charge +1 in a non-equilibrium geometry. Source: the OMol25 dataset; level of theory: ωB97M-V with the def2-TZVPD basis set.

```
11
C3H5N2O | the OMol25 dataset | ωB97M-V with the def2-TZVPD basis set
C -0.79 1.01 -0.51
C 1.09 -0.10 0.13
C -1.25 -1.19 -0.22
N -1.50 0.03 0.07
N 0.46 1.11 -0.54
O 0.72 -1.16 -0.57
H 2.19 0.12 0.00
H 0.69 -0.15 1.21
H -1.56 -2.11 -0.52
H -2.17 0.31 0.72
H 0.98 1.73 -1.03
```

For the LUMO energy (alpha / beta), the calculation gives -6.524 / -5.984 eV. For the max |F|, the calculation gives 0.125 Eh/bohr. As for the molar mass: 85.09 g/mol. Its charge is +1. As for the energy relative to the best compared isomer or geometry (same formula, charge and spin): 718.6 kJ/mol. The HOMO energy (alpha / beta) is -14.54 / -14.76 eV.

A single C5H6O molecule. Source: the OMol25 dataset; level of theory: ωB97M-V with the def2-TZVPD basis set.

```
12
C5H6O | the OMol25 dataset | ωB97M-V with the def2-TZVPD basis set
C -2.48 -0.63 1.52
C -1.82 -0.43 0.54
C -0.81 -0.14 -0.49
O -1.07 0.07 -1.65
C 0.59 -0.12 0.09
C 1.61 0.59 -0.78
H -3.06 -0.81 2.40
H 0.54 0.31 1.10
H 0.87 -1.18 0.25
H 2.59 0.60 -0.28
H 1.31 1.63 -0.95
H 1.72 0.10 -1.75
```

For the LUMO energy, the calculation gives 0.392 eV. For the max |F|, the calculation gives 0.012 Eh/bohr. As for the SMILES: C#CC(=O)CC. As for the molar mass: 82.10 g/mol. As for the energy relative to the best compared isomer or geometry (same formula, charge and spin): 167.2 kJ/mol. The HOMO energy is -10.34 eV.

C37H28AsCl5MnNO6P2S as an isolated structure in a non-equilibrium geometry. Source: the OMol25 dataset; level of theory: ωB97M-V with the def2-TZVPD basis set.

```
82
C37H28AsCl5MnNO6P2S | the OMol25 dataset | ωB97M-V with the def2-TZVPD basis set
Mn -0.63 1.45 -1.22
Cl 0.18 3.87 0.18
C 1.61 3.07 -0.42
C 1.36 1.84 -1.02
C 2.43 1.28 -1.71
Cl 2.13 -0.13 -2.65
C 3.70 1.84 -1.69
Cl 5.00 1.08 -2.51
C 3.92 3.03 -0.99
Cl 5.49 3.72 -0.94
C 2.85 3.68 -0.37
Cl 3.08 5.18 0.42
C -0.60 -2.20 -0.45
N -0.08 -1.42 0.70
P -0.80 0.16 0.79
C -0.41 0.61 2.52
C -0.86 -0.26 3.51
C -0.66 0.04 4.84
C -0.02 1.22 5.20
C 0.43 2.09 4.22
C 0.23 1.78 2.88
C -2.58 -0.16 1.02
C -3.13 -1.42 1.21
C -4.49 -1.55 1.45
C -5.30 -0.43 1.51
C -4.75 0.83 1.35
C -3.39 0.97 1.11
P 1.71 -1.29 0.54
C 2.42 -1.12 2.23
C 3.42 -0.16 2.33
C 4.16 -0.02 3.49
C 3.91 -0.85 4.57
C 2.91 -1.81 4.48
C 2.18 -1.96 3.31
C 2.14 -3.05 0.33
C 3.33 -3.28 -0.37
C 3.80 -4.57 -0.54
C 3.09 -5.64 -0.03
C 1.91 -5.43 0.66
C 1.44 -4.14 0.85
H -1.51 -1.77 -0.85
H -0.82 -3.22 -0.13
H 0.13 -2.26 -1.27
H -1.36 -1.18 3.23
H -1.01 -0.64 5.61
H 0.12 1.47 6.24
H 0.93 3.01 4.49
H 0.58 2.46 2.11
H -2.50 -2.30 1.17
H -4.91 -2.54 1.60
H -6.36 -0.54 1.70
H -5.38 1.71 1.40
H -2.96 1.96 0.99
H 3.61 0.49 1.47
H 4.94 0.74 3.55
H 4.49 -0.75 5.48
H 2.72 -2.46 5.32
H 1.42 -2.73 3.25
H 3.87 -2.44 -0.78
H 4.73 -4.74 -1.08
H 3.46 -6.65 -0.17
H 1.35 -6.26 1.06
H 0.52 -3.97 1.41
O -2.12 -0.21 -2.21
As -3.16 1.24 -2.46
O -4.69 0.89 -2.10
O -2.38 2.23 -1.33
C -3.02 1.95 -4.27
C -4.19 2.56 -4.72
C -4.21 3.14 -5.98
C -3.08 3.12 -6.78
C -1.92 2.52 -6.33
C -1.89 1.95 -5.08
S -0.38 1.24 -4.45
O -0.59 -0.20 -4.40
O 0.71 1.68 -5.27
O -0.34 1.83 -3.07
H -1.64 -0.45 -3.04
H -5.05 2.56 -4.07
H -5.11 3.64 -6.32
H -3.11 3.58 -7.76
H -1.02 2.51 -6.93
```

The multiplicity is 5. For the LUMO energy (alpha / beta), the calculation gives -1.573 / -0.712 eV. For the max |F|, the calculation gives 0.041 Eh/bohr. As for the molar mass: 983.77 g/mol. As for the energy relative to the best compared isomer or geometry (same formula, charge and spin): 101.6 kJ/mol. The HOMO energy (alpha / beta) is -8.68 / -8.67 eV.

A 4-piece molecular cluster, C8H20O3 overall in a non-equilibrium geometry. Source: the OMol25 dataset; level of theory: ωB97M-V with the def2-TZVPD basis set.

```
31
C8H20O3 | the OMol25 dataset | ωB97M-V with the def2-TZVPD basis set
C 1.23 1.96 0.15
C 0.57 1.09 0.95
C 1.10 0.12 2.02
C 0.52 -1.22 1.64
C 1.30 -2.16 1.09
C -1.02 -1.24 1.87
C -1.77 -1.04 0.63
C -3.36 -1.20 0.61
H 0.62 2.62 -0.55
H 2.23 2.00 -0.02
H -0.44 0.97 0.88
H 2.29 0.31 2.01
H 0.85 0.46 3.06
H 0.72 -3.09 0.84
H 2.34 -2.13 0.89
H -1.26 -0.68 2.81
H -1.20 -2.36 2.01
H -1.57 -1.82 -0.13
H -1.59 -0.17 0.10
H -3.58 -0.60 1.56
H -3.75 -0.51 -0.15
H -3.42 -2.29 0.46
O -0.29 2.38 -3.27
H -0.77 2.98 -3.59
H 0.30 2.16 -3.99
O 3.68 1.28 -1.75
H 4.11 0.61 -1.27
H 3.80 1.16 -2.68
O -0.50 -0.18 -2.15
H -0.61 0.47 -2.77
H -0.53 0.14 -1.23
```

For the LUMO energy, the calculation gives 0.454 eV. For the max |F|, the calculation gives 0.207 Eh/bohr. As for the SMILES: C=CCC(=C)CCC.O.O.O. As for the molar mass: 164.25 g/mol. As for the energy relative to the best compared isomer or geometry (same formula, charge and spin): 291.2 kJ/mol. The HOMO energy is -8.82 eV.

A 5-piece molecular cluster, C31H54F3N4O9 overall in a non-equilibrium geometry. Source: the OMol25 dataset; level of theory: ωB97M-V with the def2-TZVPD basis set.

```
101
C31H54F3N4O9 | the OMol25 dataset | ωB97M-V with the def2-TZVPD basis set
C 3.48 -3.95 0.80
N 2.84 -5.02 1.59
C 1.66 -5.56 0.90
C 2.50 -4.58 2.89
O 2.79 -5.19 3.87
C 1.72 -3.27 3.07
N 0.43 -3.64 3.66
C -0.57 -2.80 3.79
N -1.75 -3.24 4.33
N -0.54 -1.48 3.42
C -0.46 -1.19 1.98
C -1.21 -2.25 1.15
C -1.32 -1.75 -0.26
F -2.16 -0.71 -0.33
F -0.14 -1.36 -0.76
F -1.80 -2.71 -1.06
C 0.24 -0.59 4.34
C 1.20 0.36 3.68
C 0.79 1.46 2.93
C 1.70 2.33 2.36
C 3.07 2.11 2.53
C 3.50 1.03 3.27
C 2.58 0.16 3.84
H 4.42 -4.31 0.39
H 3.68 -3.05 1.38
H 2.86 -3.66 -0.04
H 1.37 -6.50 1.36
H 0.81 -4.87 0.87
H 1.92 -5.79 -0.12
H 1.59 -2.82 2.09
H 2.27 -2.59 3.71
H 0.33 -4.59 3.99
H -1.69 -4.18 4.70
H -1.99 -2.64 5.12
H 0.55 -1.12 1.59
H -0.96 -0.25 1.81
H -0.57 -3.13 1.10
H -2.19 -2.49 1.55
H -0.47 -0.02 4.93
H 0.80 -1.19 5.06
H -0.27 1.66 2.79
H 1.37 3.17 1.78
H 3.77 2.81 2.09
H 4.56 0.85 3.44
H 2.91 -0.67 4.44
O 1.64 3.06 -5.25
C 1.36 1.91 -5.05
O 0.13 1.47 -5.37
C -0.27 0.10 -5.30
C -0.67 -0.25 -3.88
C 2.31 0.98 -4.35
H 0.51 -0.56 -5.70
H -1.12 0.01 -5.97
H 0.18 -0.16 -3.20
H -1.03 -1.28 -3.83
H -1.45 0.41 -3.53
H 2.21 1.12 -3.27
H 3.32 1.24 -4.64
H 2.16 -0.07 -4.59
O 5.73 3.10 0.11
C 5.51 3.75 -0.87
O 4.28 4.28 -1.03
C 3.93 5.20 -2.07
C 3.53 4.48 -3.34
C 6.53 3.92 -1.97
H 4.73 5.93 -2.23
H 3.08 5.75 -1.68
H 4.35 3.90 -3.76
H 3.19 5.18 -4.10
H 2.72 3.78 -3.13
H 6.48 3.05 -2.63
H 7.52 3.95 -1.51
H 6.41 4.82 -2.56
O -5.57 -4.69 2.68
C -5.83 -3.78 1.94
O -4.81 -3.02 1.49
C -4.94 -2.01 0.47
C -5.36 -0.68 1.05
C -7.24 -3.41 1.57
H -5.60 -2.34 -0.33
H -3.95 -1.93 0.05
H -6.35 -0.73 1.50
H -5.38 0.09 0.28
H -4.67 -0.37 1.84
H -7.66 -2.78 2.36
H -7.83 -4.33 1.52
H -7.34 -2.91 0.62
O -4.91 2.23 -1.03
C -4.03 2.99 -1.37
O -3.76 3.12 -2.68
C -2.85 4.10 -3.19
C -1.43 3.58 -3.15
C -3.18 3.72 -0.36
H -2.96 5.05 -2.68
H -3.16 4.27 -4.22
H -1.10 3.38 -2.13
H -0.74 4.29 -3.60
H -1.36 2.65 -3.70
H -2.38 3.06 -0.04
H -3.81 3.96 0.50
H -2.75 4.65 -0.72
```

For the LUMO energy, the calculation gives -3.377 eV. For the max |F|, the calculation gives 0.031 Eh/bohr. As for the molar mass: 683.79 g/mol. Its charge is +1. The HOMO energy is -12.01 eV.

A single C4H7NOS molecule in a non-equilibrium geometry. Source: the OMol25 dataset; level of theory: ωB97M-V with the def2-TZVPD basis set.

```
14
C4H7NOS | the OMol25 dataset | ωB97M-V with the def2-TZVPD basis set
C -1.49 -0.51 -1.62
N -0.38 0.09 -0.80
C -0.39 -0.33 0.54
C 0.49 0.02 1.52
C 1.75 0.73 1.40
O 2.24 0.58 0.15
S 2.52 1.63 2.42
H -1.33 -1.70 -1.54
H -1.37 -0.11 -2.67
H -2.62 -0.17 -1.20
H -0.01 0.99 -0.97
H -1.15 -1.07 0.64
H 0.19 -0.12 2.51
H 1.56 -0.03 -0.36
```

For the LUMO energy, the calculation gives 0.068 eV. For the max |F|, the calculation gives 0.067 Eh/bohr. As for the SMILES: CN/C=C\C(O)=S. As for the molar mass: 117.17 g/mol. As for the energy relative to the best compared isomer or geometry (same formula, charge and spin): 222.1 kJ/mol. The HOMO energy is -8.43 eV.

A single C3H2O3 molecule in a non-equilibrium geometry. Source: the OMol25 dataset; level of theory: ωB97M-V with the def2-TZVPD basis set.

```
8
C3H2O3 | the OMol25 dataset | ωB97M-V with the def2-TZVPD basis set
O -1.50 -1.31 -0.03
C -1.30 -0.10 0.08
C 0.00 0.64 -0.02
O -0.16 1.86 -0.06
C 1.37 0.00 0.05
O 1.61 -1.15 -0.04
H -2.10 0.57 0.11
H 2.06 0.91 0.28
```

For the LUMO energy, the calculation gives -1.802 eV. For the max |F|, the calculation gives 0.074 Eh/bohr. As for the SMILES: O=CC(=O)C=O. As for the molar mass: 86.05 g/mol. As for the energy relative to the best compared isomer or geometry (same formula, charge and spin): 187.8 kJ/mol. The HOMO energy is -10.14 eV.

A single C3H6O molecule. Source: the OMol25 dataset; level of theory: ωB97M-V with the def2-TZVPD basis set.

```
10
C3H6O | the OMol25 dataset | ωB97M-V with the def2-TZVPD basis set
C 0.45 1.37 -0.20
C -0.61 0.08 0.44
O 0.38 0.44 1.22
C -0.50 -1.37 0.01
H 1.53 1.48 -0.03
H 0.34 0.95 -1.21
H -0.11 2.29 -0.05
H -0.98 -1.55 -0.95
H 0.54 -1.73 0.01
H -1.05 -1.95 0.77
```

For the LUMO energy, the calculation gives 0.732 eV. For the max |F|, the calculation gives 0.012 Eh/bohr. As for the molar mass: 58.08 g/mol. As for the energy relative to the best compared isomer or geometry (same formula, charge and spin): 474.6 kJ/mol. The HOMO energy is -7.75 eV.